# C2H4Cl2N2

A cluster of 2 separate species, C2H4Cl2N2 in total at a distorted geometry (ωB97M-V/def2-TZVPD, the OMol25 dataset).

Structure (XYZ):
```
10
Properties=species:S:1:pos:R:3:forces:R:3:nbo_charge:R:1
Cl 1.28527 1.87351 -0.05833 1.35 0.76 0.25 0.042
Cl 2.09639 -1.21712 -0.45718 0.52 -0.14 -0.16 -0.001
N -0.36877 -1.69397 0.36791 0.26 1.33 -0.14 -0.639
N -1.09198 1.00568 0.36425 1.04 2.79 -1.27 -0.827
C 0.11793 0.65289 -0.15803 -0.91 -3.09 -4.13 -0.007
C 0.48102 -0.83147 0.00542 -0.70 0.64 0.23 0.211
H -1.48064 0.39054 1.00856 -0.93 -0.92 1.33 0.411
H -1.07905 2.03922 0.47404 -0.89 -1.47 0.48 0.398
H 0.03642 0.40563 -1.83258 0.15 0.54 3.29 0.047
H 0.00340 -2.62492 0.28594 0.12 -0.45 0.11 0.365
```
Forces are in eV/Å.

Properties
Strongest force on any atom, eV/Å: 5.2
Highest occupied orbital energy, hartree: -0.331
E_LUMO, eV: 0.189
Kohn-Sham gap, eV: 9.19
Molar mass, u: 126.97
Energy above the lowest of the compared OMol25 structures with the same formula, charge and spin, eV: 2.2940
Charge: 0